{
  "formula": "C23H24N2O4S",
  "method": "wB97M-V/def2-TZVPD",
  "species": ["C", "O", "C", "C", "C", "C", "N", "C", "O", "C", "C", "C", "C", "C", "O", "C", "C", "C", "N", "C", "C", "O", "C", "C", "C", "C", "C", "S", "C", "C", "H", "H", "H", "H", "H", "H", "H", "H", "H", "H", "H", "H", "H", "H", "H", "H", "H", "H", "H", "H", "H", "H", "H", "H"],
  "coordinates": [[7.640893, -2.723907, 2.260794], [6.422805, -3.397527, 2.063811], [5.300485, -2.657420, 1.831543], [5.258648, -1.269004, 1.766412], [4.058406, -0.625581, 1.525785], [2.882405, -1.345142, 1.345268], [1.706010, -0.619029, 1.123093], [0.482338, -1.077103, 0.771506], [0.192299, -2.240960, 0.584453], [-0.483383, 0.101050, 0.537414], [-1.963867, -0.145714, 0.707959], [-2.514940, -1.354767, 1.094854], [-3.886347, -1.499863, 1.238530], [-4.734344, -0.428660, 0.990697], [-6.091591, -0.460777, 1.094942], [-6.705994, -1.661016, 1.496273], [-4.181842, 0.794728, 0.603991], [-2.819612, 0.930889, 0.472498], [-0.208279, 0.582086, -0.822151], [-0.849240, -0.141193, -1.894384], [0.691278, 1.571206, -0.972175], [1.347843, 1.990548, -0.027632], [0.840022, 2.173768, -2.362341], [-0.457408, 2.668094, -2.905556], [-0.994548, 2.468066, -4.138919], [-2.250076, 3.096394, -4.306933], [-2.650812, 3.761988, -3.196695], [-1.501442, 3.644232, -1.922147], [2.924287, -2.736301, 1.409921], [4.119765, -3.378098, 1.649085], [7.924864, -2.138031, 1.380214], [7.601504, -2.067362, 3.136365], [8.384288, -3.501682, 2.428896], [6.149212, -0.675764, 1.900977], [4.033482, 0.453701, 1.474417], [1.833007, 0.391263, 1.101881], [-0.197296, 0.918936, 1.211879], [-1.878255, -2.203567, 1.281833], [-4.275031, -2.458331, 1.543924], [-6.378724, -1.965634, 2.495566], [-6.508683, -2.471007, 0.786593], [-7.774646, -1.452892, 1.515969], [-4.846248, 1.624005, 0.419818], [-2.405497, 1.886278, 0.183493], [-0.214554, -0.166580, -2.777406], [-1.811734, 0.302966, -2.159608], [-1.018145, -1.164402, -1.559236], [1.548249, 3.001670, -2.258624], [1.275333, 1.442102, -3.047156], [-0.511495, 1.892806, -4.909050], [-2.823008, 3.049161, -5.215385], [-3.551490, 4.320804, -3.039706], [2.021405, -3.305560, 1.268474], [4.164925, -4.454180, 1.701220]],
  "atomic_forces_ev_per_a": [[0.15, 0.09, 0.02], [-0.25, -0.12, -0.04], [-0.19, -0.02, -0.04], [0.28, -0.19, 0.07], [-0.28, -0.12, -0.06], [0.32, -0.20, 0.01], [0.15, 0.40, 0.17], [-0.16, 0.51, 0.09], [-0.04, -0.32, -0.07], [0.05, 0.09, 0.20], [0.11, -0.18, 0.10], [0.15, 0.08, 0.01], [-0.44, -0.01, 0.05], [0.12, 0.02, -0.03], [0.21, 0.27, -0.10], [-0.09, -0.20, 0.06], [-0.15, -0.07, 0.04], [-0.03, -0.12, 0.08], [-0.05, -0.07, 0.33], [-0.24, -0.11, -0.40], [0.12, -0.06, -0.29], [0.25, 0.36, 0.18], [0.21, 0.15, 0.17], [-0.22, 0.23, 0.03], [0.21, 0.03, 0.23], [-0.20, 0.12, 0.02], [0.11, 0.04, 0.28], [0.07, -0.18, -0.57], [-0.09, -0.04, -0.02], [0.35, 0.13, 0.07], [-0.01, -0.01, 0.04], [0.00, -0.01, -0.04], [-0.01, 0.10, -0.01], [0.09, 0.02, 0.02], [0.01, 0.12, 0.00], [-0.24, -0.16, -0.05], [-0.02, -0.23, -0.18], [0.03, -0.02, -0.01], [-0.08, -0.07, 0.03], [0.00, 0.00, -0.05], [0.01, 0.03, 0.04], [0.07, -0.07, 0.01], [-0.08, 0.11, -0.02], [0.02, 0.09, -0.05], [-0.02, -0.03, 0.01], [0.03, -0.05, -0.03], [0.04, 0.00, -0.07], [-0.01, -0.20, 0.02], [-0.02, 0.03, 0.01], [0.14, -0.14, -0.10], [-0.14, 0.02, -0.13], [-0.22, 0.11, -0.03], [-0.02, -0.02, -0.01], [-0.01, -0.14, 0.01]],
  "lumo_energy_ev": 0.67,
  "smiles": "COc1ccc(NC(=O)[C@H](c2ccc(OC)cc2)N(C)C(=O)Cc2cccs2)cc1",
  "molar_mass_da": 424.522,
  "de_lowest_kcal_mol": 31.7,
  "e_homo_ev": -7.8066,
  "fmax_ev_per_a": 0.60,
  "total_energy_ev": -46246.1785
}

{
  "formula": "C2H4Br2",
  "method": "wB97M-V/def2-TZVPD",
  "species": ["C", "C", "Br", "H", "H", "H", "Br", "H"],
  "coordinates": [[1.462104, 0.328512, 0.038538], [0.593101, -0.516745, 0.537946], [0.434139, -2.335286, 0.001055], [1.977183, 0.209363, -0.895077], [1.371676, 1.397792, 0.396381], [0.164657, -0.078841, 1.441819], [-3.047733, 0.658641, -0.083837], [-2.955128, 0.336562, -1.436823]],
  "atomic_forces_ev_per_a": [[-0.58, 2.09, -0.99], [0.64, 0.25, 1.07], [-0.19, 0.69, 0.32], [0.51, -0.33, -0.12], [0.46, -1.39, -0.19], [-0.85, -1.30, -0.10], [-0.06, 0.16, 0.67], [0.07, -0.17, -0.65]],
  "lumo_energy_ev": 0.77,
  "smiles": "C=CBr.Br",
  "molar_mass_da": 187.862,
  "de_lowest_kcal_mol": 31.5,
  "e_homo_ev": -9.7215,
  "fmax_ev_per_a": 2.39,
  "total_energy_ev": -142222.6083
}

{
  "formula": "C26H29BiN10SSe2",
  "method": "wB97M-V/def2-TZVPD",
  "species": ["Bi", "C", "N", "C", "C", "N", "C", "S", "C", "C", "C", "C", "C", "N", "H", "H", "H", "H", "H", "H", "H", "H", "H", "Se", "Se", "C", "C", "C", "C", "C", "N", "C", "C", "C", "C", "C", "N", "H", "H", "H", "H", "H", "H", "H", "H", "C", "N", "C", "N", "C", "N", "C", "N", "C", "C", "H", "H", "H", "H", "H", "H", "H", "H", "H", "H", "H", "H", "N", "C"],
  "coordinates": [[0.561562, -0.089178, -1.055604], [3.577808, -1.333930, 3.592238], [2.626030, -0.232848, 3.528914], [2.274050, 0.535816, 4.617413], [1.397014, 1.456302, 4.193504], [1.211340, 1.260258, 2.826889], [1.979822, 0.210426, 2.430134], [2.215352, -0.603293, 0.925004], [0.386616, 2.138473, 2.063685], [-0.695176, 2.756859, 2.677446], [-1.394938, 3.709174, 1.955356], [-0.990060, 4.014639, 0.664651], [0.074618, 3.310107, 0.134098], [0.745459, 2.376046, 0.813243], [3.322397, -1.988319, 4.422887], [4.587103, -0.952015, 3.737346], [3.541772, -1.904672, 2.671453], [2.688069, 0.375051, 5.597611], [0.923109, 2.252360, 4.736144], [-0.999750, 2.495921, 3.680766], [-2.240087, 4.213018, 2.404317], [-1.496730, 4.773278, 0.084968], [0.421355, 3.494607, -0.876499], [0.470754, 2.631963, -4.067899], [0.796242, 0.323071, -4.096123], [2.614376, 0.302185, -3.450731], [3.664216, 0.049733, -4.308518], [4.947731, 0.006682, -3.780352], [5.121538, 0.257478, -2.430052], [4.009416, 0.496460, -1.640120], [2.770189, 0.490403, -2.134935], [-1.391458, 2.607047, -3.533729], [-2.214678, 3.639689, -3.963025], [-3.547073, 3.610133, -3.584216], [-4.004942, 2.560680, -2.800525], [-3.100282, 1.588974, -2.417654], [-1.810050, 1.604574, -2.767390], [3.468649, -0.115265, -5.358542], [5.792282, -0.206716, -4.421315], [6.103112, 0.259205, -1.978270], [4.111583, 0.692537, -0.584078], [-1.823579, 4.429844, -4.589342], [-4.226029, 4.384834, -3.914511], [-5.040876, 2.494092, -2.499537], [-3.414241, 0.751050, -1.804330], [-1.482255, -1.188800, 1.400961], [-0.919058, -1.778558, 0.148201], [-2.086730, -2.145669, -0.723971], [-2.990381, -3.052909, -0.064455], [-3.493067, -2.425216, 1.157716], [-2.391189, -2.085713, 2.070347], [-1.680313, -3.329539, 2.400911], [-1.158788, -3.970678, 1.197030], [-0.244690, -3.076106, 0.532463], [-2.270590, -4.279157, 0.294276], [-2.006918, -0.262468, 1.140607], [-0.652331, -0.954795, 2.073868], [-1.704898, -2.600087, -1.641494], [-2.628508, -1.227623, -0.969332], [-4.166738, -3.114014, 1.665172], [-4.047388, -1.519504, 0.902178], [-2.372569, -4.005310, 2.901279], [-0.852975, -3.105070, 3.078002], [0.136474, -3.550714, -0.368791], [0.588608, -2.847689, 1.193263], [-2.953728, -4.972614, 0.782595], [-1.882553, -4.747029, -0.611445], [1.861830, -2.904947, -2.380798], [1.385128, -1.982545, -1.879337]],
  "atomic_forces_ev_per_a": [[-0.14, 0.34, 0.34], [0.21, -0.24, 0.08], [-0.20, 0.17, -0.22], [-0.01, 0.06, 0.09], [0.07, 0.00, 0.07], [0.17, -0.26, 0.18], [-0.09, 0.02, 0.12], [0.20, -0.09, 0.15], [-0.27, 0.33, -0.36], [-0.03, -0.15, 0.07], [0.05, 0.02, -0.03], [-0.07, -0.01, 0.06], [-0.05, -0.05, -0.07], [0.23, -0.22, 0.02], [-0.06, 0.06, 0.01], [-0.04, 0.07, -0.03], [-0.02, 0.00, -0.02], [0.02, -0.05, -0.03], [-0.01, 0.03, -0.06], [0.01, 0.01, 0.01], [0.00, 0.00, 0.01], [0.03, -0.01, -0.02], [-0.03, -0.02, -0.04], [-0.04, 0.36, 0.09], [0.05, -0.42, -0.32], [-0.02, 0.16, 0.00], [-0.19, 0.03, -0.09], [0.01, 0.02, 0.08], [0.03, 0.02, -0.05], [0.00, 0.06, -0.05], [-0.04, 0.07, -0.12], [-0.11, -0.32, 0.28], [0.16, 0.00, -0.07], [-0.01, -0.02, 0.03], [-0.01, 0.06, -0.01], [0.09, -0.04, 0.00], [0.13, 0.05, 0.06], [0.06, 0.01, -0.01], [0.01, 0.00, 0.01], [0.01, 0.01, -0.02], [-0.06, -0.05, 0.08], [-0.04, -0.01, -0.05], [0.03, 0.02, 0.00], [0.01, -0.01, -0.01], [-0.04, 0.03, -0.03], [0.01, 0.10, 0.06], [0.05, -0.11, -0.11], [-0.07, 0.04, -0.07], [-0.13, -0.04, -0.05], [0.07, 0.04, 0.02], [-0.09, -0.01, 0.04], [0.00, 0.06, -0.05], [0.02, -0.11, 0.03], [-0.08, -0.11, 0.04], [0.07, 0.07, 0.01], [0.01, -0.01, -0.01], [0.04, 0.00, -0.05], [0.03, 0.01, 0.02], [0.06, 0.03, -0.05], [-0.02, 0.01, -0.02], [0.02, 0.00, 0.00], [0.02, 0.00, 0.02], [-0.02, 0.00, 0.00], [0.00, 0.04, -0.06], [0.05, 0.08, 0.01], [-0.02, 0.02, 0.00], [0.00, -0.01, 0.02], [-0.07, 0.07, 0.04], [0.04, -0.21, 0.03]],
  "lumo_energy_ev": -5.77,
  "molar_mass_da": 880.555,
  "de_lowest_kcal_mol": 7.3,
  "charge": 2,
  "e_homo_ev": -13.5363,
  "fmax_ev_per_a": 0.56,
  "total_energy_ev": -189687.4970
}